Molecular formula: C15H43N2O9Zn
Method: DFT, ωB97M-V/def2-TZVPD

Results
gap between HOMO and LUMO = 7.24 eV
E_HOMO = -11.8 eV
lowest unoccupied orbital energy = -4.506 eV

The geometry in ORCA input format:
```
! wB97M-V def2-TZVPD RIJCOSX def2/J DEFGRID3
* xyz 1 1
Zn 0.72076 0.29407 -2.38828
O -0.01769 0.11680 1.29599
C 0.21746 0.13335 0.00127
O 0.14547 -0.91586 -0.69969
O 0.59457 1.21766 -0.54127
H -0.38843 -0.77034 1.51732
C -3.23765 -1.21720 0.97625
C -2.67172 -2.38075 1.77744
C -2.52698 -3.62675 0.90907
O -1.39310 -2.01350 2.29016
H -3.17543 -0.31752 1.59128
H -4.28016 -1.45901 0.77064
H -2.70509 -1.08761 0.03158
H -3.38157 -2.58949 2.58411
H -3.48054 -3.97564 0.51182
H -2.08432 -4.45365 1.47007
H -1.85893 -3.41207 0.07140
H -0.92504 -2.80044 2.59236
C -2.32585 0.95629 -5.33695
C -0.97593 0.88167 -4.62195
C -0.46983 2.26907 -4.25333
O 0.56152 2.12187 -3.26616
C 0.99066 3.35147 -2.65486
N -1.01936 0.00223 -3.40582
H -2.82194 -0.01536 -5.35271
H -2.17667 1.28645 -6.36277
H -3.00195 1.62277 -4.79874
H -0.27408 0.38619 -5.29991
H -1.28735 2.83523 -3.79680
H -0.07354 2.78572 -5.12648
H 1.83437 3.14334 -2.00536
H 0.18491 3.77645 -2.05234
H 1.23802 4.08468 -3.42253
H -1.44183 -0.85995 -3.74370
H -1.77636 0.36380 -2.78991
C 3.82915 -3.67803 1.36510
C 3.24803 -2.30187 1.11873
C 2.78742 -1.65520 2.40909
O 1.72207 -2.42205 2.95179
C 1.06228 -1.79085 4.02014
N 4.30587 -1.43831 0.54772
H 4.77013 -3.54633 1.90970
H 4.07475 -4.16136 0.41702
H 3.23300 -4.34580 1.98214
H 2.38890 -2.34491 0.43742
H 2.44806 -0.62292 2.24193
H 3.60335 -1.59147 3.13971
H 1.72945 -1.26190 4.70612
H 0.56912 -2.58809 4.58515
H 0.25056 -1.11769 3.73503
H 3.85860 -0.61556 0.14762
H 4.67596 -1.90899 -0.27626
C -2.68495 2.13423 -0.76820
O -3.02695 1.17374 -1.77764
H -3.39067 2.96426 -0.73133
H -2.62295 1.68255 0.22380
H -1.69794 2.52804 -1.00609
H -3.87592 0.79318 -1.53153
C -1.70324 2.04089 3.76130
O -1.02015 2.53424 2.62864
H -1.98126 2.87442 4.40455
H -2.60874 1.49035 3.48399
H -1.07726 1.39670 4.39130
H -0.78331 1.78134 2.07943
C 3.91177 2.34502 0.48939
O 2.62348 2.89881 0.78129
H 4.65125 3.13383 0.60353
H 4.12619 1.57043 1.22781
H 3.93581 1.97401 -0.54012
H 1.95178 2.34131 0.37055
*
```

***

Molecular formula: C5H7NO4S
Method: DFT, ωB97M-V/def2-TZVPD

Results
gap between HOMO and LUMO = 9.60 eV
E_HOMO = -9.6 eV
lowest unoccupied orbital energy = -0.031 eV

The geometry in ORCA input format:
```
! wB97M-V def2-TZVPD RIJCOSX def2/J DEFGRID3
* xyz 0 1
C 0.57264 -0.77440 -0.62671
C 0.31228 0.73450 0.58304
C -0.79909 -1.19237 -0.87472
C -1.58952 -1.22668 0.45065
C 1.79376 -1.20625 -0.99277
N 1.01116 1.80610 0.59250
O 2.13584 1.82991 -0.29802
O 0.73102 2.87692 1.10337
O -2.22400 1.53408 0.57358
O -1.50765 0.46437 2.63769
S -1.37511 0.58292 1.19482
H -1.31406 -0.35543 -1.27528
H -0.82702 -2.13168 -1.36325
H -2.55821 -1.33902 0.11909
H -1.03153 -1.80153 1.27340
H 1.68155 -1.86985 -1.80891
H 2.64392 -0.64194 -0.68166
H 2.34402 2.71036 -0.60681
*
```

***

Molecular formula: C2H6NO
Method: DFT, ωB97M-V/def2-TZVPD

Results
gap between HOMO and LUMO = 12.74 eV
SMILES = O[C@H]1C[NH2+]1
E_HOMO = -16.5 eV
lowest unoccupied orbital energy = -3.784 eV

The geometry in ORCA input format:
```
! wB97M-V def2-TZVPD RIJCOSX def2/J DEFGRID3
* xyz 1 1
O -1.13251 -0.70866 1.07361
C -0.10392 0.32423 0.50512
C 0.96781 -0.32736 -0.13044
N -0.07362 0.26407 -0.92249
H -1.58482 -0.16021 1.65656
H -0.12087 1.18804 1.09818
H 1.92595 0.04051 -0.15610
H 0.88703 -1.42006 -0.26686
H -0.10236 1.15503 -1.51286
H -0.66269 -0.35559 -1.34473
*
```

***

Molecular formula: C5H7NO
Method: DFT, ωB97M-V/def2-TZVPD

Results
gap between HOMO and LUMO = 8.40 eV
E_HOMO = -7.8 eV
lowest unoccupied orbital energy = 0.615 eV

The geometry in ORCA input format:
```
! wB97M-V def2-TZVPD RIJCOSX def2/J DEFGRID3
* xyz 0 1
C -1.62704 0.23039 0.67172
C -0.20062 -0.17354 0.07504
C 0.06722 -1.45307 -0.24853
O 0.96724 -1.92698 -1.22817
C 1.97487 -1.18778 -1.60244
C 0.04700 1.17516 -0.19668
N 0.67817 1.95266 0.65952
H -1.84419 -0.54249 1.39351
H -2.34445 0.24832 -0.15532
H -1.73428 1.20209 1.18531
H -0.47843 -2.29634 0.16488
H 2.39906 -1.79974 -2.44352
H 0.68616 2.93598 0.43799
H 1.40929 1.63535 1.28669
*
```

***

Molecular formula: C11H7GaN2O6
Method: DFT, ωB97M-V/def2-TZVPD

Results
gap between HOMO and LUMO = 5.72 eV
E_HOMO = -16.0 eV
lowest unoccupied orbital energy = -10.270 eV

The geometry in ORCA input format:
```
! wB97M-V def2-TZVPD RIJCOSX def2/J DEFGRID3
* xyz 2 1
O 0.64681 1.07427 4.71572
C 0.96832 1.33075 3.64923
Ga 1.83942 1.59921 -0.69193
O -0.67538 3.18214 0.11390
C 0.27266 2.51166 0.08523
C 2.23018 1.72205 -2.79421
O 2.72051 1.67345 -3.82048
C 3.25118 0.39535 -0.17120
O 4.26219 -0.16517 -0.38470
C 3.19966 3.38464 0.45623
O 3.72809 4.38666 0.58342
H 2.42401 0.40353 0.76121
N -4.02055 -1.98311 0.82692
C -2.94888 -1.16568 1.14164
O -2.92574 -0.47114 2.13896
C -1.75397 -1.26405 0.23036
C -1.62600 -2.18662 -0.82219
C -0.48986 -2.14451 -1.62992
C 0.48844 -1.15733 -1.40375
N 0.32576 -0.24112 -0.43360
C -0.72228 -0.30874 0.41513
H -4.84821 -1.80582 1.39215
H -4.19355 -2.29515 -0.10672
H -2.40578 -2.93063 -1.00945
H -0.34692 -2.83714 -2.45823
H 1.39448 -1.12100 -2.02625
H -0.79457 0.41353 1.24257
*
```

***

Molecular formula: C30H14Cl2F3N7O3Os
Method: DFT, ωB97M-V/def2-TZVPD

Results
gap between HOMO and LUMO = 5.85 eV
E_HOMO = -8.1 eV
lowest unoccupied orbital energy = -2.293 eV

The geometry in ORCA input format:
```
! wB97M-V def2-TZVPD RIJCOSX def2/J DEFGRID3
* xyz 0 1
Os 0.34116 0.27989 0.05930
Cl 0.53577 -6.13820 -2.46244
C 0.19321 -4.46078 -2.23387
C 0.49466 -3.89058 -1.00600
C 0.22449 -2.54308 -0.80687
N 0.45574 -1.79774 0.34106
C 1.16371 -2.21821 1.41177
O 1.47399 -3.34789 1.73966
C 1.65355 -1.00922 2.21260
C 2.23115 -1.26813 3.46760
C 2.19010 -0.30920 4.43760
C 1.56367 0.92006 4.17679
C 0.94285 1.08571 2.97523
N 0.94267 0.12418 2.02024
C -0.34000 -1.78796 -1.84354
C -0.65744 -2.36092 -3.06075
C -0.37793 -3.70660 -3.25434
Cl -0.74903 -4.41011 -4.78811
N -0.57684 -0.43602 -1.46836
C -1.73473 0.22361 -1.91469
O -2.30753 0.03658 -2.95319
C -2.25510 1.14407 -0.84723
C -3.33272 1.97818 -1.03345
C -3.78653 2.71355 0.05089
C -3.15616 2.55406 1.27392
C -2.06597 1.70797 1.37381
N -1.60826 1.02392 0.32518
H 0.91764 -4.48649 -0.21244
H 2.63966 -2.25536 3.63024
H 2.60618 -0.50839 5.41667
H 1.56428 1.72030 4.90174
H 0.47098 2.01654 2.69151
H -1.09537 -1.78193 -3.85695
H -3.79354 2.01980 -2.01039
H -4.62591 3.38737 -0.05215
H -3.48865 3.08721 2.15305
H -1.54746 1.55920 2.30859
O 2.39356 0.07752 -0.24315
N 3.03583 -0.62409 0.62282
C 4.19181 -1.10248 0.32501
C 4.79392 -0.90485 -0.96671
N 5.27162 -0.73813 -1.99702
C 4.89785 -1.82812 1.34240
N 5.49257 -2.40835 2.13458
F 1.37576 9.73830 -1.07301
C 2.36763 8.87683 -1.34960
F 2.70688 9.06258 -2.63940
F 3.43370 9.25093 -0.61584
C 1.98346 7.45091 -1.07830
C 0.73216 7.13112 -0.57695
C 0.41210 5.80669 -0.32755
C 1.33658 4.79316 -0.58094
C 2.59440 5.13141 -1.09248
C 2.91551 6.45216 -1.33636
C 1.01044 3.42292 -0.32363
C 0.76262 2.24462 -0.15434
H 0.01183 7.91256 -0.38067
H -0.56226 5.54703 0.06403
H 3.30892 4.34574 -1.29602
H 3.88918 6.71065 -1.73199
*
```

***

Molecular formula: C18H12N4O6PdS4
Method: DFT, ωB97M-V/def2-TZVPD

Results
gap between HOMO and LUMO (spin up / spin down) = 6.39 / 6.42 eV
expectation value of S² = 2.01
E_HOMO (spin up / spin down) = -2.0 / -2.1 eV
lowest unoccupied orbital energy (spin up / spin down) = 4.359 / 4.333 eV

The geometry in ORCA input format:
```
! wB97M-V def2-TZVPD RIJCOSX def2/J DEFGRID3
* xyz -2 3
Pd -0.20644 0.93472 -0.22181
S -0.79738 -1.08533 -1.43717
C -0.01473 -2.26816 -0.43358
C -0.45292 -3.59419 -0.48118
C 0.14113 -4.60418 0.26705
C -0.35832 -5.94181 0.17485
N -0.77465 -7.01274 0.09031
C 1.22046 -4.28517 1.10783
C 1.66121 -2.96820 1.17006
C 1.07569 -1.94306 0.42209
S 1.73565 -0.33883 0.53973
C 1.86356 -5.28499 1.90415
N 2.39666 -6.07718 2.54889
H -1.28606 -3.83933 -1.12739
H 2.49092 -2.72190 1.82035
O 1.22501 4.96699 -0.54727
S 1.19103 3.58164 -0.14586
O 2.41283 3.10631 0.48271
O -0.00878 3.17781 0.61525
C 1.06172 2.60229 -1.68024
C 2.27692 2.04578 -2.09998
C 2.38944 1.35869 -3.29092
C 1.27471 1.21974 -4.10621
C 0.06614 1.75939 -3.71140
C -0.06852 2.45261 -2.50841
S -1.76789 2.97082 -2.11308
O -1.71582 4.34792 -1.69127
O -2.51649 2.73888 -3.33725
O -2.13791 2.01061 -1.05012
H 3.12498 2.15037 -1.43808
H 3.33884 0.91914 -3.57140
H 1.33827 0.67285 -5.03949
H -0.82126 1.64342 -4.31698
C 0.04557 1.39152 3.26282
C -1.18692 0.74609 2.74182
N -1.38433 0.32046 1.51598
C -2.66440 -0.17309 1.44228
C -3.25257 -0.06506 2.65986
N -2.30330 0.52403 3.47590
H 0.33687 2.19834 2.58781
H 0.86582 0.67442 3.29146
H -0.12746 1.79826 4.26119
H -3.04526 -0.55713 0.51137
H -4.23101 -0.33257 3.01566
H -2.41104 0.77980 4.43966
*
```

***

Molecular formula: C6H10S
Method: DFT, ωB97M-V/def2-TZVPD

Results
gap between HOMO and LUMO (spin up / spin down) = 7.12 / 8.24 eV
E_HOMO (spin up / spin down) = -7.3 / -8.0 eV
lowest unoccupied orbital energy (spin up / spin down) = -0.164 / 0.218 eV

The geometry in ORCA input format:
```
! wB97M-V def2-TZVPD RIJCOSX def2/J DEFGRID3
* xyz 0 1
C -0.66253 1.08718 -0.24807
C -1.80646 -1.04177 -0.39925
C 0.53417 -1.21638 -0.09674
C 0.61793 0.38748 -0.48904
C -0.81053 -1.31282 0.48248
C 1.78267 1.11175 0.04312
S -2.30008 0.56190 0.11739
H -0.34215 2.04719 -0.03707
H -2.06721 -1.32777 -1.34754
H 0.52531 -1.71594 -1.07168
H 1.42111 -1.41079 0.58558
H 0.61950 0.26676 -1.71444
H -0.99388 -1.19194 1.60642
H 1.97180 2.20491 -0.28087
H 2.78860 0.67772 -0.33347
H 1.73750 1.00165 1.18928
H -3.01576 -0.12914 1.99390
*
```

***

ΔE to the lowest compared entry with this formula, charge and spin values, unit eV, following the record order: 0.0000, 6.6930, 1.9491, 6.8142, 2.6100, 1.1885, 0.1462, 8.2216.